(1)
12
Properties=species:S:1:pos:R:3:forces:R:3 method="wB97M-V/def2-TZVPD" max_force_ev_per_a=3.7 charge=0
C -0.257 -0.065 0.671 1.54 -2.77 -0.67
C 0.984 -0.663 -0.022 0.71 1.98 -2.76
H -1.117 0.313 -1.893 1.69 1.98 1.01
H 0.250 1.500 -1.319 -2.21 -1.12 -1.17
H -1.715 1.015 0.600 -2.95 1.50 0.47
H 0.147 -1.218 1.964 -1.95 1.13 0.77
H 0.894 -0.755 -1.274 0.17 -0.16 3.71
H 1.736 0.199 0.167 -0.43 -1.75 -0.41
N -0.759 1.144 -1.293 0.17 0.01 -0.68
N -0.944 0.869 0.049 1.67 0.32 -1.21
N -0.623 -0.481 1.798 1.95 -2.21 1.43
F 1.404 -1.858 0.553 -0.36 1.10 -0.50

***

(2)
10
Properties=species:S:1:pos:R:3:forces:R:3 method="wB97M-V/def2-TZVPD" max_force_ev_per_a=3.4 charge=0
C -0.794 -0.782 0.747 0.26 2.45 1.27
C -0.099 0.523 0.833 1.99 0.48 -0.43
F -0.785 1.676 0.927 -0.25 -0.67 -0.08
P 1.576 0.708 -1.562 -0.54 0.18 0.74
H -1.438 -0.709 -0.030 -1.97 -0.17 -2.77
H -0.084 -1.503 0.587 1.65 -1.87 -0.43
H -1.417 -1.037 1.563 -0.44 -0.12 1.48
H 0.884 0.616 1.309 -0.57 -0.05 -0.02
H 1.538 -0.703 -1.841 -0.41 0.50 -0.19
H 0.620 1.212 -2.532 0.27 -0.72 0.43

***

(3)
11
Properties=species:S:1:pos:R:3:forces:R:3 method="wB97M-V/def2-TZVPD" max_force_ev_per_a=2.5 charge=+1
C -0.350 1.066 -0.159 0.92 0.57 1.26
C 1.506 -1.333 -0.892 -1.35 -0.19 0.80
N -1.292 0.497 0.852 0.75 -0.04 -2.37
I 3.379 -0.616 -1.083 -0.19 -0.07 -0.14
I 0.774 -2.392 0.751 0.40 0.06 0.11
H -0.412 0.887 -1.189 -0.61 -0.71 -1.02
H 0.141 1.994 0.146 -0.12 -0.58 0.17
H 0.635 -1.295 -1.544 0.98 0.36 -0.63
H -2.011 -0.082 0.327 0.53 1.09 1.26
H -1.561 1.391 1.255 -1.29 -0.54 0.75
H -0.810 -0.116 1.536 -0.01 0.04 -0.18

***

Per-record relative energy (zero: lowest compared OMol25 entry of this formula, charge and spin), kcal per mole: 39.4, 87.6, 100.6